{
  "formula": "C4H9NOS2",
  "method": "wB97M-V/def2-TZVPD",
  "de_lowest_kcal_mol": 35.5,
  "e_lumo_ev": 0.6,
  "homo_ev": -9.08,
  "charge": 0,
  "homo_lumo_gap_ev": 9.63,
  "elements": ["C", "H", "S", "N", "H", "S", "C", "C", "O", "H", "H", "H", "H", "H", "C", "H", "H"],
  "coordinates": [[-1.1735, 0.0734, -0.0001], [2.6118, 0.0243, 0.5278], [2.5669, -0.3848, -0.6832], [0.3464, -0.9837, 1.6730], [-0.4882, 2.7907, 0.5596], [0.6705, 2.2129, 0.2320], [0.7685, -0.4011, -0.8140], [-0.1127, -0.9973, 0.2898], [-2.1364, -0.4576, -0.8875], [1.0696, -1.6845, 1.7587], [0.5381, -0.9362, -1.8124], [-1.5474, 0.4868, 0.9221], [-2.7946, 0.2228, -1.1765], [0.7116, -0.1049, 1.9216], [-0.0985, 0.8964, -0.7861], [-0.5107, -1.9987, 0.0672], [-0.4214, 1.2415, -1.7921]],
  "atomic_forces_ev_per_a": [[0.696, -0.046, -0.806], [0.125, 0.637, 1.800], [-0.357, -0.608, -1.790], [-0.664, -1.332, -0.955], [-0.103, 0.091, 0.061], [-0.059, -0.323, -0.435], [-0.168, -0.361, -1.915], [-0.670, -0.951, 0.495], [-0.983, 0.553, -0.109], [0.137, 0.018, 0.263], [0.446, 0.796, 1.577], [-0.552, 0.462, 0.167], [1.006, -0.711, 0.551], [0.575, 1.275, 0.397], [0.045, 0.243, -0.131], [0.307, 0.222, 0.065], [0.220, 0.034, 0.766]],
  "nbo_charge": [0.0785, 0.1048, 0.0112, -0.8207, 0.1219, -0.0442, -0.3746, -0.0780, -0.7171, 0.3646, 0.2525, 0.1797, 0.4782, 0.3606, -0.3539, 0.2125, 0.2240]
}

***

{
  "formula": "C4H9NP",
  "method": "wB97M-V/def2-TZVPD",
  "de_lowest_kcal_mol": 92.1,
  "e_lumo_ev": [-4.7, -4.0],
  "homo_ev": [-12.14, -12.28],
  "charge": 1,
  "homo_lumo_gap_ev": [7.41, 8.30],
  "elements": ["H", "H", "C", "C", "C", "H", "H", "P", "C", "N", "H", "H", "H", "H", "H"],
  "coordinates": [[-2.9019, 1.3375, 0.4186], [1.0748, -2.9302, 1.8699], [1.2877, -0.8305, 1.0678], [1.7152, -2.0076, 1.8099], [-0.8189, 1.0856, -0.0865], [0.0225, 1.7735, -0.0024], [-1.0886, 1.7727, -1.9906], [-0.7698, -0.5809, 0.7960], [-1.6501, 1.0880, -1.3196], [-2.0856, 1.8030, -0.0849], [2.0562, -1.8841, 2.8262], [-2.2998, 2.8272, -0.1380], [1.9248, 0.0134, 0.8625], [-2.2476, 0.2308, -1.6419], [2.6301, -2.2112, 1.3175]],
  "atomic_forces_ev_per_a": [[1.420, 0.596, -0.757], [0.294, 1.165, -0.590], [-6.615, 1.106, 0.267], [-0.354, -1.187, -0.105], [1.090, -1.297, 0.769], [-0.081, -0.310, -0.356], [-1.535, -0.574, -0.292], [4.910, -0.287, 0.819], [1.764, 1.400, -0.344], [-3.716, 0.225, 0.469], [-0.075, 0.842, 0.577], [1.028, -1.019, 0.154], [0.256, 0.002, -0.137], [0.369, 0.421, 0.101], [1.245, -1.085, -0.574]],
  "nbo_charge": [0.4496, 0.2526, -0.1930, -0.7521, -0.3449, 0.2564, 0.2569, 0.4070, -0.2355, -0.5492, 0.2727, 0.4631, 0.1964, 0.2666, 0.2535]
}